The following is a quantum chemistry calculation of C8H15F2O3P in the gas phase in a non-equilibrium geometry, from OMol25.

```
29
Properties=species:S:1:pos:R:3
C -0.341 3.014 2.074
C -1.290 1.869 1.827
O -1.929 1.941 0.437
C -1.095 1.662 -0.590
O 0.001 0.872 -0.485
P -0.033 -0.761 -0.167
O -1.303 -1.124 0.509
C 1.381 -0.945 1.038
C 2.365 -2.077 0.767
C 0.441 -1.567 -1.816
C -0.516 -2.717 -2.065
C -1.416 2.104 -1.838
F -0.620 2.039 -2.911
F -2.439 2.848 -2.095
H 0.456 2.961 1.429
H -0.659 3.980 1.813
H -0.030 2.977 3.072
H -2.171 2.276 2.429
H -0.998 0.822 1.974
H 1.813 -0.011 1.373
H 0.748 -1.208 1.996
H 1.845 -2.919 0.334
H 3.134 -1.771 0.110
H 2.844 -2.400 1.697
H 0.303 -0.884 -2.663
H 1.481 -1.908 -1.779
H -0.291 -3.107 -3.052
H -0.132 -3.433 -1.374
H -1.549 -2.534 -2.043
```

Values from the calculation:
- Structure (SMILES): CCOC(OP(=O)(CC)CC)=C(F)F
- Net charge: 0
- Spin multiplicity: 1
- Kohn-Sham gap: 0.3221 hartree
- Energy above the lowest of the compared OMol25 structures with the same formula, charge and spin: 5.3 kcal/mol
- E_HOMO: -8.0 eV
- DFT total energy: -29404.385 eV

These are the Löwdin partial charges, in e, on atoms 1 to 4: -0.0705, -0.1277, -0.0276, -0.3555

=====

The following is a quantum chemistry calculation of 6 unconnected molecules or ions with the total composition C12H40BClN3O8 in a non-equilibrium geometry, from OMol25.

```
65
Properties=species:S:1:pos:R:3
O 0.881 0.766 0.083
H 1.711 0.226 0.259
H 1.189 1.576 -0.456
H 0.444 0.999 0.996
Cl 4.568 2.879 0.767
O 5.758 2.284 1.314
O 4.445 4.256 1.178
O 4.571 2.786 -0.680
O 3.402 2.151 1.248
B -0.105 0.896 2.754
H -0.198 1.273 3.889
H -0.290 1.794 1.950
H 1.027 0.480 2.617
H -0.814 -0.058 2.558
C 2.033 -2.255 1.702
C 2.595 -2.213 0.306
C 1.619 -2.625 -0.772
O 1.016 -3.858 -0.452
C 0.405 -4.448 -1.565
N 3.044 -0.821 -0.033
H 2.787 -2.074 2.472
H 1.574 -3.221 1.915
H 1.279 -1.484 1.897
H 3.485 -2.852 0.241
H 2.099 -2.674 -1.764
H 0.849 -1.846 -0.910
H -0.103 -5.354 -1.237
H 1.158 -4.768 -2.303
H -0.295 -3.768 -2.063
H 3.359 -0.847 -1.000
H 3.887 -0.621 0.498
C -1.936 -3.378 1.422
C -2.257 -2.422 0.281
C -3.337 -2.982 -0.622
O -4.604 -2.870 -0.022
C -5.532 -3.787 -0.525
N -2.518 -1.068 0.803
H -1.244 -2.961 2.155
H -1.431 -4.272 1.039
H -2.831 -3.721 1.948
H -1.329 -2.423 -0.320
H -3.077 -4.027 -0.849
H -3.359 -2.453 -1.590
H -5.761 -3.589 -1.586
H -6.480 -3.644 -0.007
H -5.184 -4.821 -0.419
H -2.269 -0.422 0.055
H -1.757 -0.887 1.463
C 1.232 5.219 -1.829
C 0.864 3.991 -0.999
C -0.631 3.810 -0.893
O -1.181 4.923 -0.251
C -2.602 4.875 -0.208
N 1.507 2.772 -1.518
H 2.300 5.245 -2.056
H 1.077 6.132 -1.251
H 0.659 5.232 -2.761
H 1.273 4.180 -0.002
H -0.880 2.863 -0.392
H -1.034 3.675 -1.919
H -2.886 5.606 0.544
H -2.951 3.884 0.093
H -3.017 5.142 -1.184
H 1.277 2.676 -2.505
H 2.517 2.922 -1.505
```

Values from the calculation:
- Net charge: -1
- Spin multiplicity: 1
- Kohn-Sham gap: 0.3202 hartree
- Energy above the lowest of the compared OMol25 structures with the same formula, charge and spin: 0.0 kcal/mol
- E_HOMO: -6.3 eV
- DFT total energy: -47133.854 eV

These are the Löwdin partial charges, in e, on atoms 1 to 4: 0.0493, 0.0537, 0.0568, 0.0086

=====

The following is a quantum chemistry calculation of a molecular structure, C29H15ClF5N3OPdSe in a non-equilibrium geometry, from OMol25.

```
56
Properties=species:S:1:pos:R:3
Pd -0.141 -0.324 0.133
Cl 6.500 -0.234 2.907
C 5.070 -0.416 2.003
C 5.045 -1.318 0.914
C 3.905 -1.476 0.184
C 2.728 -0.738 0.494
O 1.700 -0.923 -0.259
C 2.761 0.171 1.604
C 1.650 0.966 2.009
N 0.460 0.954 1.495
C -0.600 1.769 1.996
C -0.478 2.799 2.893
C -1.622 3.501 3.321
C -2.865 3.178 2.849
C -3.017 2.134 1.908
C -4.258 1.752 1.346
C -4.305 0.745 0.422
C -3.115 0.105 0.043
N -1.947 0.440 0.554
C -1.872 1.442 1.485
C 3.945 0.312 2.334
H 5.938 -1.878 0.673
H 3.859 -2.157 -0.654
H 1.834 1.639 2.841
H 0.485 3.102 3.279
H -1.504 4.310 4.028
H -3.740 3.724 3.177
H -5.160 2.267 1.650
H -5.236 0.433 -0.029
H -3.116 -0.692 -0.687
H 3.989 0.997 3.171
N -0.789 -1.584 -1.315
C -1.009 -2.342 -2.148
C -1.297 -3.287 -3.174
C -1.297 -2.869 -4.508
C -1.576 -3.796 -5.494
C -1.849 -5.115 -5.150
C -1.847 -5.523 -3.821
C -1.570 -4.611 -2.820
H -1.080 -1.840 -4.759
H -1.580 -3.493 -6.531
H -2.066 -5.835 -5.928
H -2.060 -6.552 -3.567
H -1.563 -4.911 -1.781
F -4.193 -1.029 5.869
C -3.248 -1.321 5.009
C -3.445 -2.348 4.089
F -4.582 -3.018 4.090
C -2.450 -2.641 3.181
F -2.667 -3.607 2.303
C -1.234 -1.939 3.167
Se 0.102 -2.366 1.964
C -1.073 -0.913 4.113
F 0.062 -0.217 4.152
C -2.060 -0.597 5.022
F -1.891 0.381 5.897
```

Values from the calculation:
- Net charge: +2
- Spin multiplicity: 1
- Kohn-Sham gap (alpha / beta): 0.1524 / 0.1516 hartree
- E_HOMO (alpha / beta): -13.5 / -13.5 eV
- DFT total energy: -131754.104 eV

These are the Löwdin partial charges, in e, on atoms 1 to 4: 1.0185, 0.7735, -0.6538, -0.0408

=====

The following is a quantum chemistry calculation of a molecular structure, C31H82FeO11 in a non-equilibrium geometry, from OMol25.

```
125
Properties=species:S:1:pos:R:3
Fe -1.312 -2.659 1.298
C -0.404 1.289 0.486
C 0.115 -0.038 -0.092
O -0.605 -1.182 0.135
H 0.316 2.057 0.217
H -0.651 1.177 1.543
H -1.388 1.486 0.050
H 1.136 -0.249 0.270
H 0.299 0.108 -1.167
C -1.756 -1.746 5.391
C -0.970 -1.126 4.209
O -0.912 -1.871 3.028
H -1.562 -1.041 6.203
H -1.352 -2.722 5.653
H -2.833 -1.796 5.239
H 0.045 -1.035 4.609
H -1.400 -0.145 3.981
C -3.917 0.087 0.020
C -3.566 -0.552 1.365
C -4.601 -0.433 2.451
O -3.223 -1.947 1.122
H -4.876 -0.243 -0.385
H -3.140 -0.102 -0.723
H -3.946 1.171 0.149
H -2.623 -0.091 1.660
H -5.603 -0.749 2.147
H -4.749 0.634 2.644
H -4.354 -0.863 3.420
H -4.055 -2.436 1.074
C 0.996 0.350 -4.833
C -0.272 -0.455 -5.156
C -1.457 -0.004 -4.302
O -0.633 -0.229 -6.532
H 1.858 -0.283 -5.035
H 0.930 0.494 -3.748
H 1.045 1.325 -5.310
H -0.094 -1.529 -5.140
H -1.408 -0.175 -3.221
H -2.377 -0.506 -4.605
H -1.552 1.078 -4.425
H -0.737 0.720 -6.659
C 1.305 3.534 -1.282
C 0.921 2.848 -2.605
C -0.344 3.398 -3.232
O 2.057 2.982 -3.455
H 2.244 3.108 -0.931
H 0.510 3.365 -0.551
H 1.431 4.614 -1.375
H 0.765 1.780 -2.433
H -0.177 4.430 -3.544
H -1.150 3.278 -2.509
H -0.577 2.804 -4.117
H 2.191 3.896 -3.724
C 3.187 -0.274 5.308
C 3.495 0.415 3.996
C 2.262 0.436 3.088
O 3.833 1.777 4.204
H 2.474 0.309 5.895
H 4.043 -0.403 5.979
H 2.853 -1.309 5.195
H 4.282 -0.156 3.493
H 1.447 1.055 3.457
H 1.884 -0.592 3.101
H 2.551 0.613 2.052
H 4.736 1.867 4.529
C 1.321 -4.538 3.230
C 1.651 -3.627 2.048
C 2.961 -4.005 1.309
O 0.581 -3.688 1.066
H 2.191 -4.571 3.890
H 1.045 -5.547 2.928
H 0.559 -4.088 3.869
H 1.720 -2.611 2.427
H 2.798 -4.826 0.610
H 3.733 -4.218 2.044
H 3.256 -3.119 0.747
H 0.822 -4.426 0.496
C 4.190 -0.956 -1.243
C 3.913 0.408 -1.862
C 4.240 1.526 -0.889
O 4.680 0.529 -3.063
H 3.634 -0.979 -0.305
H 5.267 -1.009 -1.058
H 4.028 -1.817 -1.890
H 2.859 0.384 -2.163
H 5.313 1.601 -0.701
H 3.723 1.500 0.073
H 3.989 2.499 -1.326
H 4.409 1.362 -3.465
C -1.586 -3.164 -2.932
C -2.493 -3.420 -1.744
C -3.456 -4.583 -1.950
O -1.569 -3.705 -0.668
H -2.106 -2.798 -3.820
H -1.092 -4.076 -3.282
H -0.792 -2.451 -2.712
H -3.099 -2.553 -1.490
H -3.676 -4.988 -0.956
H -3.116 -5.453 -2.515
H -4.404 -4.278 -2.392
H -1.062 -4.475 -0.952
C 1.491 3.702 2.333
C 2.288 4.596 3.285
C 1.737 5.990 3.400
O 2.267 3.982 4.572
H 0.531 3.398 2.757
H 2.046 2.790 2.099
H 1.251 4.207 1.396
H 3.328 4.647 2.941
H 2.337 6.579 4.093
H 0.713 6.022 3.781
H 1.678 6.480 2.426
H 2.825 3.196 4.437
C -4.267 -0.091 -4.220
C -4.157 -0.039 -2.705
C -3.076 0.984 -2.313
O -5.424 0.375 -2.203
H -4.526 0.879 -4.647
H -4.994 -0.835 -4.542
H -3.308 -0.314 -4.700
H -3.885 -0.983 -2.234
H -3.321 1.982 -2.682
H -2.100 0.650 -2.668
H -3.003 1.093 -1.227
H -5.500 1.328 -2.309
```

Values from the calculation:
- Net charge: +1
- Spin multiplicity: 6
- Kohn-Sham gap (alpha / beta): 0.3111 / 0.2411 hartree
- Energy above the lowest of the compared OMol25 structures with the same formula, charge and spin: 137.4 kcal/mol
- E_HOMO (alpha / beta): -11.2 / -11.2 eV
- DFT total energy: -90374.486 eV

These are the Löwdin partial charges, in e, on atoms 1 to 4: 1.0942, -0.0369, -0.3305, -0.2074

=====

The following is a quantum chemistry calculation of a molecular structure, C33H26CoF10N4O2S3, from OMol25.

```
79
Properties=species:S:1:pos:R:3
Co 0.061 0.193 -0.294
C 0.981 0.588 2.582
N 0.758 -0.499 1.630
C -0.303 -1.395 2.079
C -1.679 -0.749 1.843
N -1.532 0.442 1.016
C -2.698 1.145 0.862
C -3.922 0.610 0.411
F -4.003 -0.687 0.092
C -5.070 1.366 0.260
F -6.198 0.795 -0.176
C -5.054 2.720 0.536
F -6.160 3.461 0.390
C -3.880 3.293 0.994
F -3.863 4.594 1.310
C -2.748 2.520 1.161
F -1.669 3.120 1.682
C 1.995 -1.175 1.260
C 2.830 -0.275 0.371
N 2.043 0.228 -0.760
C 2.738 0.853 -1.738
C 2.140 0.935 -3.172
F 0.155 1.142 -4.458
C 2.691 2.141 -3.914
F 1.940 2.747 -4.860
C 3.933 2.595 -3.703
F 4.478 3.556 -4.468
C 4.671 2.107 -2.604
F 5.982 2.400 -2.517
C 4.062 1.323 -1.649
F 4.848 1.084 -0.562
H 1.371 0.191 3.531
H 0.040 1.108 2.747
H 1.699 1.300 2.180
H -0.160 -1.661 3.136
H -0.232 -2.298 1.476
H -2.120 -0.455 2.807
H -2.328 -1.517 1.412
H 1.717 -2.076 0.716
H 2.578 -1.472 2.146
H 3.678 -0.863 0.011
H 3.255 0.537 0.969
N 2.577 -0.275 -3.881
C 0.585 1.041 -3.151
O 0.126 -0.181 -2.631
C 0.118 2.277 -2.379
C -0.449 1.985 -1.009
H 2.257 -1.088 -3.360
H 2.125 -0.308 -4.792
H -0.620 2.787 -3.002
H 0.975 2.948 -2.296
H -1.530 1.941 -1.029
H -0.122 2.694 -0.251
O -0.655 -1.651 -0.722
C -0.994 -2.095 -1.969
C -2.317 -2.845 -1.876
C -3.351 -3.050 -2.740
C -4.362 -3.892 -2.201
C -4.068 -4.308 -0.939
S -2.586 -3.659 -0.388
C -1.100 -0.863 -2.963
C -2.311 -0.013 -2.769
C -3.001 0.285 -3.909
C -2.509 -0.338 -5.054
S -1.175 -1.377 -4.736
C 0.057 -3.075 -2.495
C -0.055 -4.069 -3.424
C 1.162 -4.769 -3.640
C 2.170 -4.298 -2.856
S 1.654 -2.999 -1.870
H -3.396 -2.619 -3.729
H -5.266 -4.164 -2.728
H -4.665 -4.936 -0.298
H -2.586 0.289 -1.770
H -3.875 0.922 -3.927
H -2.898 -0.235 -6.054
H -0.988 -4.304 -3.913
H 1.274 -5.590 -4.334
H 3.189 -4.647 -2.809
```

Values from the calculation:
- Net charge: -1
- Spin multiplicity: 5
- Kohn-Sham gap (alpha / beta): 0.1949 / 0.2600 hartree
- Energy above the lowest of the compared OMol25 structures with the same formula, charge and spin: 54.8 kcal/mol
- E_HOMO (alpha / beta): -3.4 / -5.2 eV
- DFT total energy: -142002.107 eV

These are the Löwdin partial charges, in e, on atoms 1 to 4: 0.7220, -0.0523, -0.2802, -0.1730

=====

The following is a quantum chemistry calculation of a molecular structure, C26H58P4PtSe in a non-equilibrium geometry, from OMol25.

```
90
Properties=species:S:1:pos:R:3
Pt 0.845 0.683 -0.504
P 2.634 -0.588 -1.470
P 1.672 2.373 0.590
P 0.452 1.798 -2.691
H -1.808 -0.888 -0.264
C -1.674 -0.849 -1.365
C -0.798 -1.644 -2.017
H -0.158 -2.346 -1.445
C 3.234 -1.990 -0.453
C 4.166 0.397 -1.588
C 2.494 -1.385 -3.109
C 0.404 3.350 1.412
C 2.794 1.702 1.830
C 2.649 3.503 -0.417
C -0.513 1.004 -4.052
C 1.998 2.187 -3.633
C -0.287 3.485 -2.686
H -2.067 0.114 -1.758
H -0.452 -1.398 -3.028
H 2.410 -2.698 -0.301
H 3.589 -1.627 0.519
H 4.058 -2.511 -0.964
H 4.391 0.870 -0.626
H 4.066 1.160 -2.366
H 5.000 -0.271 -1.852
H 1.646 -2.079 -3.120
H 3.416 -1.958 -3.300
H 2.369 -0.653 -3.914
H 0.947 4.027 2.086
H -0.266 2.685 1.974
H -0.173 3.916 0.665
H 3.226 2.588 2.307
H 3.585 1.093 1.367
H 2.227 1.104 2.558
H 3.047 4.210 0.322
H 2.011 4.028 -1.139
H 3.474 2.979 -0.918
H -0.649 1.714 -4.883
H -1.496 0.708 -3.680
H -0.002 0.119 -4.451
H 1.733 2.783 -4.521
H 2.495 1.271 -3.970
H 2.688 2.779 -3.022
H -0.106 3.980 -3.658
H 0.143 4.093 -1.880
H -1.383 3.425 -2.514
C -4.433 2.267 -0.914
C -4.934 0.996 -1.287
C -6.297 0.804 -1.513
C -7.203 1.877 -1.346
C -6.715 3.143 -0.964
C -5.350 3.335 -0.739
Se -2.627 2.480 -0.583
H 1.096 -0.753 0.292
H -4.246 0.161 -1.368
H -6.667 -0.176 -1.798
H -8.278 1.717 -1.500
H -7.415 3.967 -0.826
H -4.980 4.296 -0.407
C 1.408 -0.823 4.140
C 1.715 -1.585 2.842
C 2.550 -2.828 3.176
P 0.317 -1.780 1.625
C 0.015 -3.519 1.043
C 0.327 -4.666 2.015
C -1.391 -3.725 0.455
C -1.298 -1.314 2.382
C -1.697 -2.167 3.599
C -1.436 0.179 2.676
H 0.757 -1.396 4.815
H 0.972 0.168 3.972
H 2.363 -0.672 4.670
H 2.366 -0.935 2.229
H 2.938 -3.329 2.281
H 3.418 -2.505 3.771
H 1.986 -3.542 3.791
H 0.723 -3.596 0.205
H -0.122 -4.509 3.005
H -0.087 -5.600 1.605
H 1.402 -4.833 2.136
H -1.652 -2.965 -0.285
H -1.391 -4.693 -0.065
H -2.177 -3.762 1.222
H -2.022 -1.535 1.583
H -0.918 -2.192 4.371
H -2.596 -1.722 4.053
H -1.954 -3.198 3.325
H -1.165 0.784 1.800
H -2.491 0.401 2.903
H -0.841 0.501 3.539
```

Values from the calculation:
- Net charge: +4
- Spin multiplicity: 5
- Kohn-Sham gap (alpha / beta): 0.2666 / 0.2211 hartree
- Energy above the lowest of the compared OMol25 structures with the same formula, charge and spin: 0.0 kcal/mol
- E_HOMO (alpha / beta): -18.8 / -20.3 eV
- DFT total energy: -133609.082 eV

These are the Löwdin partial charges, in e, on atoms 1 to 4: 0.5540, 0.7251, 0.5759, 0.7177